Entry 1:
18
Properties=species:S:1:pos:R:3:forces:R:3:lowdin_charge:R:1 method="wB97M-V/def2-TZVPD" homo_ev=-7.29 total_charge=0 homo_lumo_gap_ev=7.97
C 1.78895 0.32682 -1.23488 0.0 0.0 0.0 -0.0739
C 1.08862 -0.63682 -0.30565 0.0 0.1 -0.1 -0.4066
C 1.62029 -0.89522 1.06431 -0.1 -0.3 0.0 -0.0572
N 0.34391 -0.03848 0.82221 -0.1 0.3 0.0 -0.1321
C -1.05002 -0.41461 1.05412 0.0 -0.1 0.1 -0.1433
C -1.97704 0.31173 0.08595 -0.1 -0.3 0.0 -0.2402
O -1.75154 1.71121 0.12840 0.1 0.1 -0.2 -0.0589
H 1.08995 0.87057 -1.88532 0.1 -0.1 0.1 0.0661
H 2.47715 -0.23015 -1.87848 -0.1 0.1 0.1 0.0781
H 2.38720 1.03443 -0.65157 -0.1 -0.1 -0.1 0.0779
H 0.44642 -1.35235 -0.83660 0.1 0.1 0.2 0.1333
H 0.49837 0.95080 0.98534 0.0 -0.2 -0.1 0.1484
H 1.23076 -1.86263 1.42111 0.0 0.2 0.0 0.0213
H -1.13185 -1.50023 0.94398 0.0 0.1 0.0 0.1301
H -1.29712 -0.15624 2.08863 0.0 0.0 -0.1 0.1323
H -1.84566 -0.08442 -0.93101 0.0 0.1 0.2 0.1205
H -3.01803 0.13975 0.37696 0.1 0.0 0.0 0.1207
H -1.12053 1.93495 -0.56568 -0.1 0.1 0.1 0.0835

***

Entry 2:
119
Properties=species:S:1:pos:R:3:forces:R:3:lowdin_charge:R:1 method="wB97M-V/def2-TZVPD" homo_ev=-12.00 total_charge=+2 homo_lumo_gap_ev=7.59
Ga -0.66620 -0.11046 0.57447 -0.3 0.1 -0.2 -0.3749
C -3.50139 -1.33744 3.98716 0.4 1.5 -0.3 -0.0493
C -3.55295 -2.80880 3.63270 -1.4 -0.1 0.4 -0.5201
C -4.74386 -3.07547 2.67618 1.0 -1.7 0.7 -0.0146
C -3.75099 -3.56194 4.95513 -0.2 0.6 -0.4 -0.0322
N -2.27091 -3.23343 2.98306 0.2 0.2 -0.1 0.0374
C -1.36585 -4.16561 3.50771 -1.3 1.1 -0.4 0.0001
C -0.35109 -4.27086 2.66214 1.6 0.0 -1.2 -0.0244
N -0.59185 -3.41433 1.58718 0.2 0.1 -0.2 0.0435
B 0.42995 -3.45133 0.34054 -0.8 -1.2 0.5 -0.5795
N -0.20813 -3.14814 -1.00284 -0.1 1.2 -2.1 0.0491
C -0.68435 -4.19904 -1.76985 -0.1 0.2 0.5 -0.0169
C -1.03909 -3.76297 -3.00107 0.8 -0.3 1.3 0.0026
N -0.68020 -2.42661 -3.03436 0.2 0.6 0.2 0.0176
C -0.17142 -2.05335 -1.82386 -1.0 -0.2 0.2 -0.4783
S 0.26299 -0.35207 -1.44222 0.1 -1.3 -0.3 0.7102
C -0.69889 -1.57895 -4.26257 -0.8 -0.7 -1.8 -0.5425
C -1.75843 -0.49572 -4.16952 -0.8 1.2 -0.2 -0.0575
C -1.11215 -2.50536 -5.46126 0.6 0.9 0.0 -0.0359
C 0.68139 -0.99037 -4.52254 -0.1 0.4 0.7 -0.0513
N 1.73094 -2.70145 0.51226 0.3 -0.2 -0.5 0.0552
C 2.88062 -3.02353 -0.24756 -1.8 -0.2 0.2 0.0266
C 3.73880 -2.01849 -0.04654 0.2 0.2 1.0 -0.0065
N 3.20245 -1.14831 0.89597 -0.7 -0.1 -0.7 0.0343
C 1.93476 -1.56491 1.14664 0.9 1.2 0.6 -0.5755
S 0.78156 -0.68948 2.16813 0.7 -0.4 0.4 0.7728
C 3.93385 -0.03952 1.57134 0.3 0.6 1.1 -0.4975
C 5.42409 -0.07487 1.10914 -0.6 1.0 0.2 -0.0309
C 3.89498 -0.34441 3.12066 2.4 -1.0 -1.1 -0.0347
C 3.38343 1.38592 1.29815 -0.2 -0.9 -0.1 -0.0440
C -1.76467 -2.76459 1.81683 1.0 -0.5 0.0 -0.5641
S -2.42449 -1.50919 0.77187 -0.4 -0.8 0.2 0.7747
H -4.44450 -0.88881 4.33280 0.0 -0.7 -0.1 0.1108
H -2.80767 -1.16726 4.80552 0.3 0.0 0.0 0.0916
H -3.20373 -0.70220 3.13113 0.0 -0.4 0.4 0.0207
H -5.70484 -2.94387 3.15023 -0.1 0.4 0.3 0.0939
H -4.63746 -2.44044 1.84057 -0.2 0.7 -1.1 0.0196
H -4.72065 -4.13428 2.34597 0.1 0.5 0.0 0.1086
H -4.72092 -3.25696 5.40944 0.9 -0.1 -0.2 0.1212
H -3.76755 -4.61101 4.81961 -0.4 -1.3 -0.4 0.0745
H -2.88978 -3.39794 5.58712 -0.1 0.5 0.6 0.0847
H -1.56038 -4.64571 4.41253 -0.1 -0.6 1.1 0.1106
H 0.59153 -4.84983 2.72903 -1.0 0.4 -0.1 0.1559
H 0.70573 -4.60543 0.17241 0.2 -0.1 0.6 0.1279
H -0.61781 -5.18077 -1.34154 -0.4 -0.2 -0.1 0.1290
H -1.43700 -4.40491 -3.76466 0.1 0.5 -0.4 0.1318
H -2.78712 -0.86600 -4.05204 0.3 -0.3 -0.4 0.0938
H -1.63723 0.12599 -3.29423 0.4 0.1 0.2 0.0196
H -1.75145 0.23551 -5.03104 0.2 -1.1 0.6 0.1268
H -2.10476 -2.92262 -5.27837 0.2 -0.2 -0.2 0.0848
H -1.17149 -1.84239 -6.34339 -0.1 -0.3 0.4 0.1003
H -0.34420 -3.25910 -5.71207 -0.5 0.1 0.4 0.1002
H 0.78102 -0.12156 -3.82289 0.8 -1.0 -0.6 0.0239
H 1.42177 -1.81135 -4.44435 0.0 0.8 0.3 0.1066
H 0.74322 -0.57113 -5.52514 -0.2 -0.1 -0.1 0.0960
H 2.86792 -3.92165 -0.87334 0.2 0.6 0.4 0.1483
H 4.73047 -1.90183 -0.37882 0.7 0.1 -0.4 0.1034
H 5.96191 -0.92672 1.52622 -0.1 -0.2 -0.4 0.0934
H 5.43426 -0.00186 0.00974 0.3 -0.2 0.4 0.0702
H 5.94944 0.83885 1.48319 -0.6 -0.7 -0.2 0.1123
H 4.36484 -1.37929 3.22355 -0.7 1.2 0.2 0.1143
H 4.61409 0.35761 3.57149 -0.3 -0.2 0.0 0.0942
H 2.97285 -0.30066 3.66098 -0.6 0.1 -0.1 0.0318
H 3.53868 1.74111 0.26648 0.0 -0.2 0.5 0.0132
H 2.34012 1.47417 1.58658 -0.2 -0.1 -0.3 0.0355
H 3.89165 1.98357 2.03232 0.5 0.6 0.0 0.0825
C -2.25527 3.00915 5.82906 -0.2 1.0 0.5 -0.1600
Si -1.92234 3.59879 4.06327 0.5 -0.3 0.7 0.3986
C -0.26584 4.50090 4.06758 1.1 -1.1 -0.6 -0.1785
C -3.20410 4.65559 3.30014 0.8 1.3 0.7 -0.1745
C -1.93782 2.07810 2.95881 0.9 0.2 0.3 -0.5568
Te -1.21855 2.46663 1.00558 -0.1 -0.1 -0.4 1.3905
C -2.95704 3.13724 -0.12277 -0.1 -0.5 0.1 -0.4750
Si -4.45569 1.94633 -0.49895 0.7 0.2 0.0 0.4707
C -5.83398 3.03362 -1.17334 -0.2 -1.5 -0.5 -0.1514
C -4.99097 1.04378 1.05334 0.1 -1.0 -0.2 -0.1822
C -3.80634 0.62716 -1.64155 -0.1 -0.8 0.6 -0.1909
H -1.80003 3.80923 6.47225 -0.3 -0.8 -0.3 0.0513
H -1.76765 2.07229 6.03752 0.7 -0.3 0.0 0.0169
H -3.26153 2.82600 6.23729 0.0 0.4 -0.6 0.0415
H -0.25573 5.21105 4.86534 -0.1 0.5 0.8 0.0205
H -0.06739 5.10973 3.18211 -0.2 -0.2 -0.2 0.0276
H 0.66641 3.86176 4.19689 -1.2 0.5 0.0 0.0630
H -3.25681 5.56098 3.91664 -0.3 0.0 0.0 0.0563
H -4.16080 4.19420 3.27694 -0.9 -0.3 -0.3 0.0323
H -2.85985 5.02594 2.34023 -0.2 -0.1 -0.4 0.0226
H -2.93566 1.72800 2.94835 -1.2 -0.5 -0.4 -0.0111
H -1.34123 1.28319 3.39849 0.3 -0.2 -0.2 0.0064
H -2.49316 3.52024 -1.04236 -0.1 -0.2 0.1 0.0198
H -3.25811 4.01041 0.45028 -0.1 0.1 0.1 -0.0152
H -5.47236 4.01454 -1.32720 0.4 1.2 -0.4 0.0122
H -6.61294 3.12330 -0.43605 -0.4 -0.1 0.4 0.0296
H -6.30680 2.65907 -2.11603 0.5 0.3 0.7 0.0614
H -5.26636 1.76261 1.79223 -0.6 0.6 0.6 0.0174
H -4.22670 0.40156 1.56090 -0.6 0.4 -0.8 -0.0178
H -5.88865 0.41945 0.78463 0.8 0.5 0.4 0.0703
H -3.63558 0.84586 -2.68649 -0.3 0.2 -0.2 0.0246
H -4.50175 -0.23574 -1.50657 0.4 0.5 -0.5 0.0626
H -2.83863 0.26590 -1.25095 -0.2 0.1 -0.1 -0.0401
C 6.30794 3.61969 -4.69045 0.9 -0.1 -1.1 -0.0895
C 4.82716 3.87300 -4.94203 -0.2 -0.5 -1.1 -0.2382
N 3.96124 3.24636 -3.96018 0.0 -0.1 0.5 -0.0304
C 3.92666 1.94741 -3.54272 -0.9 0.6 0.5 -0.8012
S 2.89004 1.52711 -2.26030 0.2 0.2 0.0 0.5934
N 4.62740 1.01435 -4.19437 -0.2 -0.1 0.1 0.0017
C 4.70536 -0.42522 -3.83854 0.1 0.1 0.0 -0.2422
C 6.05119 -0.76786 -3.14110 0.0 -0.4 0.1 -0.0875
H 6.89961 4.22985 -5.38400 -0.2 -0.1 0.0 0.0828
H 6.61923 2.57403 -4.90436 -0.3 0.6 0.2 0.0684
H 6.69223 3.86351 -3.71296 -0.3 0.1 0.5 0.0751
H 4.56112 3.48926 -5.97576 0.3 0.4 1.0 0.1328
H 4.52378 4.94251 -4.93683 0.6 -0.7 0.0 0.1299
H 3.52190 3.94873 -3.37126 -0.2 -1.0 0.1 0.1200
H 5.07915 1.34626 -5.02269 0.4 -0.3 -0.3 0.1126
H 4.59540 -0.99245 -4.79366 0.1 0.3 0.8 0.1236
H 3.85357 -0.67375 -3.15652 0.6 0.4 -0.7 0.0566
H 6.89382 -0.74507 -3.85844 -0.4 -0.1 0.3 0.0763
H 5.99733 -1.79945 -2.68505 0.1 1.0 -0.6 0.0794
H 6.31125 -0.05131 -2.33247 -0.4 -0.3 -0.5 0.0683

***

Entry 3:
14
Properties=species:S:1:pos:R:3:forces:R:3:lowdin_charge:R:1 method="wB97M-V/def2-TZVPD" homo_ev=-9.43 total_charge=0 homo_lumo_gap_ev=10.37
C 1.83487 -0.40188 0.24563 0.0 0.0 0.0 -0.0554
C 0.49439 0.23296 -0.07063 0.1 0.0 -0.1 -0.2723
C -0.71527 -0.23994 -0.97972 0.1 -0.1 -0.3 -0.1094
C -1.67497 0.49174 0.00538 -0.2 0.0 0.1 -0.0832
C -0.57557 0.16908 1.00082 -0.1 -0.1 0.4 -0.4163
O -0.58462 -0.39769 2.06366 0.0 0.5 -0.3 0.1043
H 2.32952 0.28188 0.94462 0.0 -0.2 -0.1 0.0835
H 1.73693 -1.36280 0.75712 -0.1 0.1 -0.2 0.0806
H 2.49316 -0.50579 -0.62184 -0.2 0.0 0.0 0.0744
H 0.65691 1.27406 -0.37564 -0.1 -0.1 0.2 0.1422
H -0.71981 0.09685 -2.02011 0.1 0.0 0.2 0.1057
H -0.90669 -1.31820 -0.93944 0.2 0.2 0.0 0.1175
H -1.69013 1.56477 -0.21770 -0.1 -0.2 0.1 0.1156
H -2.67872 0.11496 0.20783 0.2 0.0 -0.1 0.1128

***

Entry 4:
62
Properties=species:S:1:pos:R:3:forces:R:3:lowdin_charge:R:1 method="wB97M-V/def2-TZVPD" s_squared=8.7728 spin_multiplicity=6 homo_ev="-11.02 / -11.67" total_charge=+1 homo_lumo_gap_ev="8.34 / 7.43"
Fe 0.66519 1.83359 -0.51227 1.4 0.1 1.5 0.6683
C 0.98799 3.83056 0.90689 0.2 0.4 -1.9 -0.1208
C 1.68222 2.84157 1.53450 1.2 -1.7 0.1 -0.1766
C 2.78995 2.38040 0.70404 -1.0 -0.6 2.0 -0.1044
C 2.73344 3.13875 -0.45752 0.3 0.0 -0.3 -0.1687
C 1.67413 4.02202 -0.36302 -2.1 1.0 -0.2 -0.1433
H 0.13552 4.38370 1.25300 -0.2 0.1 0.1 0.1168
H 1.48183 2.42239 2.48500 0.0 -0.2 0.8 0.0778
H 3.50589 1.65195 1.11558 -0.3 0.4 -0.8 0.1237
H 3.39016 3.09130 -1.28095 0.6 -0.2 -0.7 0.1097
H 1.25646 4.66415 -1.14605 0.6 -0.2 0.4 0.1096
N -0.47957 -1.00148 0.00793 -0.2 -1.4 0.0 -0.3878
P -1.22879 0.42674 0.47761 0.5 0.8 -0.2 0.9155
C -2.65924 0.74034 -0.57441 -0.6 3.0 -0.2 -0.3372
C -3.27018 2.08398 -0.46418 -0.1 -2.8 -1.4 -0.0474
C -4.17004 2.43671 -1.48439 1.3 -0.1 0.9 -0.1010
C -4.41624 1.58918 -2.52168 -0.1 -2.5 -1.9 -0.0624
C -3.78285 0.28576 -2.69428 -0.9 3.1 0.4 -0.0283
C -2.83622 -0.01201 -1.74397 -0.5 0.2 1.1 -0.1307
C -1.78859 0.32979 2.18692 -0.2 -0.2 -0.5 -0.3766
C -1.13737 1.05859 3.17589 -0.5 0.5 1.6 -0.0837
C -1.63387 1.00490 4.51026 0.4 -0.3 -1.3 -0.0499
C -2.76115 0.22642 4.83608 0.8 0.6 1.0 -0.0707
C -3.37029 -0.49750 3.83663 -0.6 -0.9 -1.3 -0.0692
C -2.90106 -0.45646 2.49243 0.0 0.1 2.0 -0.0665
P 1.11940 -0.87313 -0.51879 0.8 1.0 -1.0 0.9544
C 1.30026 -1.81008 -2.05824 0.2 -2.1 -0.1 -0.3333
C 1.22567 -1.15272 -3.27211 -0.7 2.1 -0.2 -0.1207
C 1.37754 -1.72194 -4.53302 -0.1 -1.4 1.3 -0.0505
C 1.60761 -3.09661 -4.54153 -0.1 0.8 -1.0 -0.0575
C 1.58276 -3.82510 -3.35969 0.4 -0.4 -1.0 -0.0928
C 1.48340 -3.24399 -2.13350 -0.4 1.6 0.2 -0.0758
C 2.12198 -1.78494 0.65815 -0.8 -0.1 1.1 -0.3791
C 1.57145 -1.87469 1.92480 1.0 -0.8 1.5 -0.0985
C 2.29312 -2.48314 2.95691 0.7 0.2 -0.2 -0.0498
C 3.54146 -3.07094 2.71900 -1.7 0.2 0.7 -0.0789
C 4.02914 -3.09596 1.45114 0.6 0.9 -0.7 -0.0621
C 3.35528 -2.36237 0.46668 0.7 -1.0 -1.8 -0.0839
H -0.82452 -1.96732 0.08886 -0.4 0.7 0.2 0.1093
H -3.07350 2.81164 0.29532 0.3 -0.1 0.6 0.1011
H -4.55833 3.43184 -1.55362 -0.3 0.4 0.3 0.1107
H -5.09182 1.93151 -3.31230 0.2 -0.2 0.3 0.1131
H -3.98736 -0.29063 -3.59280 0.2 0.0 0.3 0.1113
H -2.20111 -0.84446 -1.79623 0.6 -1.3 -0.5 0.0703
H -0.28286 1.73713 2.98520 -0.7 -0.8 -0.1 0.0785
H -1.03874 1.55136 5.22330 -0.3 0.1 0.4 0.1022
H -3.13549 0.16159 5.89583 0.5 0.2 -1.3 0.1325
H -4.22479 -1.15769 4.08996 0.6 0.6 -0.3 0.1214
H -3.36400 -1.09658 1.76309 -0.2 0.1 -0.3 0.1045
H 0.95504 -0.08322 -3.25109 0.4 -0.5 0.1 0.0602
H 1.20514 -1.13811 -5.41657 0.3 0.1 -0.3 0.1076
H 1.80360 -3.58522 -5.49499 -0.2 -0.1 0.3 0.1147
H 1.67381 -4.89489 -3.44803 0.1 -0.2 0.2 0.1109
H 1.53350 -3.94323 -1.32476 -0.1 0.3 0.9 0.1052
H 0.59255 -1.54547 2.13017 -0.9 0.6 0.3 0.0650
H 2.01840 -2.49124 3.99936 -0.8 0.1 0.0 0.1059
H 3.99851 -3.56253 3.55681 0.5 -0.1 0.0 0.1096
H 4.99376 -3.56453 1.31147 -0.1 0.0 -0.6 0.1148
H 3.67686 -2.38824 -0.58135 0.5 0.1 0.5 0.1130
O -1.01140 3.98822 -2.24054 -0.7 0.2 -0.3 -0.5136
S -0.59530 2.82118 -3.00644 -0.6 1.3 -0.3 0.7777
N 0.46168 2.03921 -2.36051 0.6 -1.5 -0.2 -0.4936

***

Entry 5:
45
Properties=species:S:1:pos:R:3:forces:R:3:lowdin_charge:R:1 method="wB97M-V/def2-TZVPD" homo_ev=-9.17 total_charge=0 homo_lumo_gap_ev=8.93
H 0.54335 1.35688 -0.36983 1.0 3.2 0.0 0.0278
H -0.53864 0.42476 -0.19798 0.9 -0.3 0.7 0.0723
H -2.77657 1.32318 -2.35735 0.2 0.5 1.0 0.0771
H -2.04396 2.59252 -2.25698 0.3 0.5 0.3 0.0625
H 0.19206 -3.59860 1.81652 -2.4 -0.9 0.2 0.0880
H -0.53787 -2.90200 2.82498 -0.9 0.1 1.4 -0.0207
H 3.16368 -2.17030 1.88966 0.0 0.3 0.1 0.0141
H 4.01181 -3.16325 1.15784 0.3 0.9 0.1 0.0506
H -1.46397 -1.47072 -0.87779 -0.6 -2.5 0.5 0.0630
H -2.34057 -2.82131 -0.92083 -0.6 0.1 -0.8 0.0379
H 6.23720 1.46496 -0.33655 0.5 -0.2 0.1 0.0332
H 4.95798 2.07792 -0.71751 -1.0 1.7 -1.1 -0.0116
H -4.46723 0.95095 2.40660 -2.8 -0.6 1.7 -0.0144
H -3.10105 1.48849 2.50428 -0.4 -0.3 -0.9 0.0596
H -0.29613 -1.75315 1.70652 -0.4 0.2 -0.4 0.0139
H 0.63864 -1.43172 0.55651 -0.9 0.3 0.0 0.0806
H -3.97779 1.67819 -0.87947 -1.4 0.9 -2.1 0.0727
H -5.36637 2.13438 -1.26132 -1.0 0.1 -0.2 0.0280
H 1.17022 5.10418 -0.33276 0.9 1.1 -3.0 -0.0114
H 1.51723 4.32687 0.85214 -1.4 0.5 0.0 -0.0035
H -1.94886 -1.26439 5.35439 0.4 -0.5 -2.2 0.0831
H -1.67154 -0.90594 3.80923 -0.2 0.5 0.2 0.0161
H 0.29705 -2.62776 -3.27463 -1.1 -0.1 -1.1 0.0217
H -0.00564 -3.98191 -3.33850 -0.1 -2.3 0.7 0.0010
H 2.68163 3.19814 0.89750 0.3 -0.8 0.6 0.0362
H 2.46426 3.55627 2.35724 0.1 0.1 0.5 0.0424
H 1.95643 -0.57768 -2.29550 -0.1 -0.1 1.1 0.0534
H 1.72324 -1.44340 -3.35069 0.1 -0.7 -2.7 0.0047
H -0.41344 0.08192 -1.78788 -2.4 1.1 1.7 -0.0561
H -0.19369 0.16891 -3.26526 -0.1 -0.2 0.1 0.0893
O 0.42060 0.45315 -0.41425 -1.1 -0.9 3.3 -0.0520
O -2.40823 1.92720 -1.66831 3.0 -1.2 -1.5 -0.0918
O -0.73933 -3.62677 2.23860 3.0 -0.3 -0.7 -0.0673
O 4.02065 -2.22670 1.45550 -0.3 -1.2 -0.2 -0.0637
O -1.55907 -2.42102 -0.54782 -1.4 0.5 -2.2 -0.0916
O 5.29287 1.34469 -0.26622 0.5 -1.5 1.0 -0.0198
O -3.73935 1.08373 1.87610 3.2 1.0 -0.9 -0.0219
O -0.31825 -1.52125 0.77392 3.6 1.4 2.3 -0.1198
O -4.53770 1.95301 -1.69507 -0.9 -0.9 2.6 -0.1208
O 0.79845 4.87965 0.46814 -0.1 -1.4 2.9 -0.0223
O -1.79251 -1.62760 4.42581 -0.2 0.1 1.9 -0.0695
O -0.21133 -3.25073 -3.87586 1.0 2.4 0.6 -0.0659
O 2.47382 2.80207 1.76696 0.0 0.4 -0.9 -0.0383
O 1.68384 -1.48770 -2.43118 3.8 -2.6 1.7 -0.0696
O 0.20405 -0.09811 -2.41886 -1.5 1.6 -6.4 -0.0971

***

| no. | maximum force (hartree/bohr) |
| --- | --- |
| 1 | 0.00665 |
| 2 | 0.05614 |
| 3 | 0.01056 |
| 4 | 0.06353 |
| 5 | 0.13081 |